1.
29
Properties=species:S:1:pos:R:3 method="wB97M-V/def2-TZVPD" multiplicity=3 homo_energy_ev="-5.289 / -9.030" orbital_gap_ev="6.120 / 6.992"
C -2.1688 -0.6900 0.6581
C -2.4567 -1.7858 0.2755
C 4.1742 0.0967 0.0196
C 3.4137 -0.4953 -0.9288
C 3.5050 0.6875 1.0206
C 2.0581 -0.2286 -1.0937
C 2.1207 0.8673 0.9804
C 1.3609 0.3826 -0.0403
C -2.9476 1.3545 -0.2955
C -2.0869 1.4149 -1.3260
C -2.2197 0.7208 0.9996
C -0.6729 1.0503 -1.3207
C -0.7670 1.1207 1.1465
C -0.0589 0.7598 -0.1644
C -2.3231 -3.1610 -0.0282
H 5.1797 -0.0940 0.0112
H 4.0023 -1.1579 -1.6197
H 4.0323 1.3207 1.7564
H 1.5032 -0.5266 -1.9540
H 1.7641 1.3055 1.8933
H -4.1040 1.4863 -0.3223
H -2.5474 1.5202 -2.3743
H -2.7877 1.0250 1.8848
H -0.1736 1.0806 -2.3080
H -0.7487 2.2165 1.2097
H -0.2717 0.4473 1.9989
H -1.9094 -3.6827 0.9468
H -1.6722 -3.3218 -0.8303
H -3.1981 -3.7139 -0.1955

---

2.
10
Properties=species:S:1:pos:R:3 method="wB97M-V/def2-TZVPD" multiplicity=3 homo_energy_ev="-6.461 / -9.489" orbital_gap_ev="6.734 / 6.689"
C -0.7532 0.5011 0.8537
C 0.3943 -0.5629 -0.9136
N 0.1268 0.6393 -0.2928
I 1.0799 -2.3657 0.0592
I 1.6859 1.9774 -0.0129
H -1.7979 0.3290 0.4058
H -0.3284 -0.3660 1.5637
H -0.7579 1.3630 1.4829
H 1.0961 -0.4966 -1.7390
H -0.7455 -1.0185 -1.4070

---

3.
15
Properties=species:S:1:pos:R:3 method="wB97M-V/def2-TZVPD" homo_energy_ev=-9.320 smiles="C[C@H]1CN1.N=C=O" de_lowest_ev=2.155 orbital_gap_ev=9.989
C -1.2783 -1.0560 0.4400
C -0.5509 0.2725 0.5380
C -0.4310 1.1272 -0.6756
N -1.2926 1.5244 0.4334
C 2.2711 -0.7478 -0.4636
O 1.8424 -1.7440 -0.0230
N 2.6930 0.3097 -0.9068
H -2.0395 -1.0010 -0.3479
H -0.6073 -1.8907 0.2004
H -1.7741 -1.2988 1.3851
H 0.4367 1.7572 -0.8483
H -0.9207 0.7572 -1.5792
H -2.2640 1.3582 0.1938
H 0.2205 0.3311 1.3005
H 3.5939 0.1781 -1.3552

---

4.
19
Properties=species:S:1:pos:R:3 method="wB97M-V/def2-TZVPD" homo_energy_ev="-17.664 / -17.923" de_lowest_ev=3.091 total_charge=+2 orbital_gap_ev="7.137 / 7.061"
C 0.0050 1.5733 0.0334
C 3.1469 0.2558 -0.0395
C -1.4109 1.3242 0.0181
C 2.4303 -1.0333 0.0149
C 1.0643 0.7245 -0.0304
N 2.2863 1.2561 -0.0456
N -3.2465 0.1055 -0.0167
N 0.1393 -1.6658 0.0180
N -1.9797 0.1044 -0.0814
N 1.1197 -0.7204 -0.0188
H 0.1584 2.6021 0.1100
H 4.1879 0.3268 -0.0146
H -2.0265 2.2114 0.0289
H 2.6508 -2.0242 0.2088
H -3.8854 -0.6865 -0.0077
H -3.6488 1.0471 0.0578
H 0.3467 -2.4243 0.7495
H 0.1235 -2.2476 -0.8447
H -1.4612 -0.7291 -0.1399

---

5.
77
Properties=species:S:1:pos:R:3 method="wB97M-V/def2-TZVPD" multiplicity=5 homo_energy_ev="-10.052 / -11.550" de_lowest_ev=0.000 total_charge=+1 orbital_gap_ev="5.764 / 8.124"
Mn -0.5806 -1.3996 1.3646
C 0.2933 -0.6230 3.2468
C -0.6621 0.4488 3.1483
C -1.8457 -1.5338 3.2604
C -0.4484 -1.8557 3.4418
C -1.9648 -0.1086 3.1726
C 1.7486 -0.4932 3.5373
H 2.1672 0.4365 3.1414
H 2.2899 -1.3442 3.1009
H 1.9425 -0.5087 4.6225
C 0.0770 -3.1074 4.0436
H 1.1545 -3.2040 3.8698
H -0.4271 -3.9697 3.6033
H -0.0994 -3.1351 5.1322
C -2.9551 -2.4638 3.6015
H -3.1584 -2.4683 4.6863
H -2.6854 -3.4842 3.3085
H -3.8850 -2.1884 3.0897
C -3.2534 0.6241 3.2430
H -3.6541 0.6407 4.2689
H -4.0139 0.1329 2.6188
H -3.1557 1.6665 2.9225
C -0.3365 1.8948 3.2086
H -0.4828 2.2934 4.2248
H -0.9752 2.4889 2.5419
H 0.7089 2.0813 2.9415
C 2.9839 1.0879 -3.5016
C 3.4765 2.0101 -2.6586
C 3.4663 3.4832 -2.9561
C 2.1556 4.0230 -3.5964
C 0.8679 3.4047 -3.1329
C 0.2348 2.3876 -3.7378
C 0.8072 1.5579 -4.8499
C 2.3541 1.3947 -4.8284
H 4.2866 3.7521 -3.6496
H 2.2485 3.9493 -4.6887
H 3.6642 4.0359 -2.0248
H 2.7989 2.2967 -5.2710
H 3.1497 0.0222 -3.2987
H 4.0384 1.7109 -1.7640
H 2.5990 0.5669 -5.5162
H 0.3343 0.5621 -4.8217
H -0.8071 2.1588 -3.4668
H 0.5376 1.9909 -5.8333
H 2.1073 5.1026 -3.3707
H 0.3810 3.9212 -2.2961
P 1.0563 -0.5600 -0.1948
P -1.9781 -0.3787 -0.2660
C 0.3339 -0.1860 -1.8616
C -1.1853 -0.3260 -1.9464
H 0.8089 -0.8331 -2.6116
H 0.6399 0.8399 -2.1025
H -1.6310 0.5238 -2.4902
H -1.4618 -1.2461 -2.4802
C -3.5924 -1.1329 -0.5805
H -4.2563 -0.9349 0.2718
H -3.4703 -2.2178 -0.6928
H -4.0182 -0.7069 -1.5000
C -2.2843 1.3951 0.0642
H -2.5191 1.9249 -0.8671
H -1.4086 1.8695 0.5228
H -3.1287 1.4914 0.7552
C 2.5800 -1.4417 -0.6544
H 3.1580 -1.6705 0.2511
H 3.1909 -0.8303 -1.3373
H 2.3245 -2.3907 -1.1458
C 1.5885 1.1246 0.3313
H 0.7159 1.7053 0.6569
H 2.0914 1.6621 -0.4862
H 2.2782 1.0283 1.1792
F -0.5161 -3.1722 -1.0341
C -0.4881 -3.2890 0.3640
F 0.7611 -3.8161 0.7019
C -1.5165 -4.3878 0.6866
F -1.3923 -5.4444 -0.1559
F -1.3477 -4.8863 1.9507
F -2.8154 -3.9522 0.5932

---

6.
55
Properties=species:S:1:pos:R:3 method="wB97M-V/def2-TZVPD" homo_energy_ev="-0.563 / -0.308" de_lowest_ev=0.000 total_charge=-2 orbital_gap_ev="4.736 / 4.484"
Ni -0.1267 -0.8862 -0.9565
S 2.4600 1.2738 2.0476
C 3.3967 0.0415 1.3156
C 2.6795 -0.6545 0.3890
C 1.3208 -0.2201 0.2249
C 1.0884 0.8258 1.0840
C -0.2129 1.4867 1.2071
C -0.4897 2.5091 2.1267
C -1.7682 3.0276 2.1806
C -2.7517 2.5277 1.3340
C -2.3849 1.5262 0.4461
N -1.1550 1.0365 0.3747
H 4.4270 -0.1135 1.6011
H 3.0983 -1.4776 -0.1779
H 0.2875 2.8779 2.7840
H -1.9992 3.8167 2.8883
H -3.7698 2.8945 1.3570
H -3.0992 1.0887 -0.2456
S -0.8633 -3.0270 -5.0471
C -0.4789 -2.4047 -3.5121
S 1.0196 -2.5673 -2.7095
S -1.6883 -1.5278 -2.5849
C -0.7244 -2.1422 0.4619
C -1.1076 -2.9042 1.3387
C -1.5101 -3.8382 2.3337
C -1.8357 -5.1624 1.9897
C -2.2277 -6.0821 2.9472
C -2.3141 -5.7202 4.2878
C -1.9970 -4.4155 4.6472
C -1.6024 -3.4931 3.6916
H -1.7697 -5.4427 0.9462
H -2.4690 -7.0940 2.6398
H -2.6218 -6.4417 5.0356
H -2.0556 -4.1113 5.6870
H -1.3525 -2.4786 3.9764
C -1.2214 1.8467 -3.0538
P 0.2432 0.8851 -2.5277
C 1.0013 0.5235 -4.1452
C 1.3333 2.2439 -1.9168
C 2.7042 1.9942 -1.8089
C 3.5586 2.9235 -1.2416
C 3.0602 4.1287 -0.7584
C 1.7029 4.3878 -0.8494
C 0.8489 3.4517 -1.4242
H -1.7412 2.2539 -2.1864
H -1.8876 1.1433 -3.5527
H -0.9516 2.6600 -3.7323
H 1.2137 1.4458 -4.6906
H 0.3044 -0.1054 -4.7046
H 1.9019 -0.0712 -4.0071
H 3.0970 1.0399 -2.1407
H 4.6135 2.6930 -1.1497
H 3.7282 4.8459 -0.2955
H 1.3000 5.3152 -0.4579
H -0.2119 3.6669 -1.4667